Formula: C5H18AgN2O5
Source: the Open Molecules 2025 dataset
Level of theory: the ωB97M-V functional and the def2-TZVPD basis

Total charge   -1
E_LUMO   2.245 eV
Kohn-Sham gap   5.0 eV
Total energy   -22688.97427 eV
2S+1   1

XYZ file:
```
31
Properties=species:S:1:pos:R:3:forces:R:3:lowdin_charge:R:1
Ag -1.567755 0.415731 -0.424216 -2.031 0.972 -0.300 0.70
O -4.493165 0.429891 0.503034 1.066 -0.859 0.089 -0.60
H -4.625505 -0.488729 0.808234 0.066 0.468 -0.104 -0.22
O -2.732885 2.574551 -2.313086 1.309 -0.753 0.610 -0.60
H -1.845885 2.851621 -2.011416 -0.406 0.191 -0.257 -0.23
C -2.945145 -4.731999 1.578214 -1.074 1.076 0.415 -0.10
C -2.654355 -3.798909 0.402924 -0.915 -2.238 0.601 -0.36
O -1.609495 -3.001129 0.788854 1.454 1.496 -0.191 -0.08
H -2.146635 -5.439259 1.802394 -0.177 -0.229 -0.244 0.07
H -3.948025 -5.147999 1.481864 0.222 -0.701 -0.070 0.07
H -3.035515 -4.049029 2.422894 0.106 -0.119 0.329 0.07
H -3.554735 -3.224799 0.184254 0.365 0.244 -0.221 0.12
H -2.364865 -4.467139 -0.408106 -0.208 0.362 -0.760 0.10
H -0.874115 -3.602489 0.927334 0.282 0.235 0.106 0.08
C 2.264375 2.796811 2.231554 0.242 -1.554 0.869 -0.08
C 1.294895 1.550571 2.334394 0.145 2.931 1.187 -0.29
O -0.013145 2.053001 2.194204 -1.351 -0.668 -1.907 -0.12
H 2.575265 3.128131 1.240764 -0.438 -0.159 -0.029 0.07
H 3.153895 2.506461 2.790624 0.456 0.096 -0.130 0.05
H 1.836825 3.609111 2.819334 -0.160 0.104 -0.281 0.06
H 1.267565 1.226831 3.374844 1.083 -0.754 -0.020 0.10
H 1.542835 0.766351 1.619114 -0.447 0.090 0.047 0.11
H -0.330475 2.593371 2.921474 0.468 -0.181 0.122 0.08
C 2.775825 1.390531 -3.008116 -3.105 -0.905 2.171 -0.84
O 2.015735 1.104501 -2.108106 -0.917 -0.197 1.255 0.03
N 2.423265 1.938461 -4.113956 -1.391 2.393 -4.455 0.18
N 4.022585 1.100751 -2.961846 5.981 -1.703 0.997 0.15
H 1.462725 2.174131 -4.318736 0.209 -0.072 0.192 0.14
H 3.128935 2.008351 -4.833156 -0.669 0.234 -0.103 0.11
H 4.296175 0.481241 -2.212546 0.095 0.278 -0.187 0.12
H 4.680805 1.251091 -3.713006 -0.260 -0.079 0.270 0.11
```
Forces are in eV/Å.